(1)
Computed, not measured: an isolated molecule of C5H10BrN3Si at a distorted geometry, with the ωB97M-V functional and the def2-TZVPD basis.

The geometry in XYZ format:
```
20
Properties=species:S:1:pos:R:3
C -0.022 -1.039 0.516
C -1.303 -1.498 1.024
C 0.241 2.004 0.949
C -1.207 0.977 -1.605
C 1.972 0.343 -1.115
N 0.792 -2.017 0.692
N -1.173 -2.689 1.482
N 0.100 -3.019 1.245
Si 0.222 0.623 -0.311
Br -2.878 -0.494 1.273
H -0.416 2.692 0.503
H -0.158 1.896 2.022
H 1.154 2.422 0.893
H -0.918 1.381 -2.701
H -1.694 0.030 -1.726
H -2.007 1.523 -1.157
H 2.147 1.127 -1.929
H 2.731 0.435 -0.268
H 2.017 -0.701 -1.301
H 0.401 -3.996 1.514
```

Summary:
relative energy (zero: lowest compared OMol25 entry of this formula, charge and spin): 9.57 kJ/mol
LUMO: 0.02686 Ha
HOMO energy: -9.59 eV
gap between HOMO and LUMO: 10.322 eV
max |F|: 4.02 eV Å⁻¹
spin multiplicity: 1
SMILES string: C[Si](C)(C)c1n[nH]nc1Br

(2)
Computed, not measured: a 2-piece molecular cluster, C5H10BrNO2 overall at a distorted geometry, with the ωB97M-V functional and the def2-TZVPD basis.

The geometry in XYZ format:
```
19
Properties=species:S:1:pos:R:3
C 0.632 -1.826 -0.806
C 1.369 0.530 -0.741
C -0.301 0.626 2.177
C 0.189 -0.410 -0.889
C -0.860 -0.080 0.076
N -1.472 1.274 -0.151
O -0.722 2.154 -0.443
O -2.659 1.344 -0.088
Br -2.304 -1.355 0.241
H -0.165 -2.505 -0.783
H 1.314 -2.091 0.020
H 1.085 -2.009 -1.738
H 2.381 0.150 -1.039
H 1.207 1.401 -1.327
H 1.253 0.926 0.367
H 0.689 0.222 2.232
H -0.417 1.736 2.134
H -1.106 0.159 2.703
H -0.113 -0.244 -1.945
```

Summary:
relative energy (zero: lowest compared OMol25 entry of this formula, charge and spin): 482.79 kJ/mol
LUMO: -0.01747 Ha
HOMO energy: -9.61 eV
gap between HOMO and LUMO: 9.130 eV
max |F|: 4.05 eV Å⁻¹
spin multiplicity: 1